(1)
Molecular formula: C2H9N4
Method: DFT, ωB97M-V/def2-TZVPD

```
15
Properties=species:S:1:pos:R:3:forces:R:3:mulliken_charge:R:1
C 1.34901 -0.91322 1.16819 -0.849 -0.253 -1.631 0.0721
C -1.48439 0.20177 -1.48481 1.355 2.980 -1.892 -0.7053
N 0.41466 -0.51387 2.01035 1.867 -2.435 0.509 -0.2422
N 1.48371 -0.28638 0.00182 -2.144 1.673 1.103 0.1299
N -1.04958 0.51017 -0.16184 2.080 2.696 2.286 -0.3335
N 0.67134 0.89767 -0.07545 -2.747 -1.356 1.216 -0.5895
H 1.88391 -1.86492 1.14673 -0.055 0.286 1.121 0.3637
H -0.59172 0.33475 -2.18277 -1.326 -0.084 0.264 0.2751
H -1.78602 -0.77743 -1.56952 -0.894 -2.192 -0.177 0.2788
H -2.28974 0.94934 -1.76661 0.870 -1.162 0.001 0.2788
H 0.07374 -1.13689 2.73618 0.406 0.237 -0.056 0.2761
H 2.23461 -0.44700 -0.64129 0.196 -0.141 -0.299 0.2464
H -1.39297 1.51743 0.03870 1.099 -2.058 -0.098 0.2984
H -0.15519 0.23457 1.74787 -1.012 1.263 -0.435 0.3115
H 0.63863 1.29402 -0.96755 1.155 0.546 -1.912 0.3397
```
Forces are in eV/Å.

Values from the calculation:
Lowest unoccupied orbital energy, eV: -3.96
Frontier orbital gap, eV: 10.1
HOMO level, eV: -14.0175
ΔE to the lowest compared entry with this formula, charge and spin, eV: 4.2319
Net charge: +1
SMILES: CNN/[NH+]=C\N

***

(2)
Molecular formula: C4H7N2
Method: DFT, ωB97M-V/def2-TZVPD

```
13
Properties=species:S:1:pos:R:3:forces:R:3:mulliken_charge:R:1
C -0.72680 -0.46913 -0.58052 1.381 2.036 0.316 -0.2568
C 1.16305 -1.25235 0.76544 -0.152 -1.068 1.420 -0.7228
C -0.85238 1.11927 -0.44279 -5.151 2.054 -4.847 -0.4242
C 0.73696 -0.65591 -0.35549 -0.574 -2.283 1.785 -0.2145
N 0.45724 1.37361 1.49636 -0.318 0.757 -0.351 -0.1341
N -0.21310 1.55506 0.63503 2.209 0.183 3.629 0.5656
H -1.29620 -0.93367 0.26590 0.063 0.137 -1.437 0.3186
H -1.00790 -0.48489 -1.64742 -0.394 -1.117 0.651 0.2844
H 0.53869 -1.75077 1.56063 0.015 0.805 -1.175 0.2463
H 2.20249 -1.43574 1.04918 -0.041 0.476 -0.654 0.2834
H -0.48974 1.74568 -1.39258 -0.401 -1.499 2.049 0.3613
H -2.01659 1.51925 -0.36293 2.815 -1.170 -0.044 0.3141
H 1.50428 -0.33042 -0.99081 0.547 0.689 -1.342 0.3788
```
Forces are in eV/Å.

Values from the calculation:
Lowest unoccupied orbital energy, eV: -5.79
Frontier orbital gap, eV: 9.1
HOMO level, eV: -14.8533
ΔE to the lowest compared entry with this formula, charge and spin, eV: 4.5097
Net charge: +1
SMILES: C=CCC[N+]#N

***

(3)
Molecular formula: C3H12N3O
Method: DFT, ωB97M-V/def2-TZVPD

```
19
Properties=species:S:1:pos:R:3:forces:R:3:mulliken_charge:R:1
C -2.23496 -0.76786 0.12840 -1.138 3.577 -1.253 -1.5329
C 2.46800 0.27680 -0.53493 1.281 -1.853 -2.898 0.3404
C -0.93400 -0.06096 0.14640 3.940 0.574 1.159 0.4142
N 2.21282 1.11993 0.39787 -2.407 1.714 -1.939 -0.1968
N 0.21458 -0.64935 -0.71558 -1.904 5.197 0.459 -0.5005
N -1.09266 1.38117 -0.24454 -1.353 -1.495 0.796 -0.6973
O 3.20603 -0.83318 -0.39129 -1.076 1.895 -0.371 -0.3808
H -2.69534 -0.49494 -0.84432 0.109 -0.436 0.297 0.3983
H -2.19973 -1.77155 0.21199 0.228 -3.325 0.415 0.4369
H -2.91014 -0.32517 0.86982 0.228 -0.281 0.130 0.3755
H -0.38205 -0.05229 1.19588 -1.490 -0.407 -1.582 0.2178
H 1.39424 1.74695 0.28974 1.189 -0.331 -0.237 0.2297
H 2.58968 1.05349 1.26109 1.276 -0.471 3.465 0.2125
H 0.12886 -0.42049 -1.68227 -0.462 -0.305 -0.695 0.2848
H 0.45065 -1.53187 -0.51670 0.629 -4.216 0.615 0.2130
H -0.60440 1.84728 0.49681 0.130 0.849 0.193 0.2252
H 2.42896 0.58949 -1.62880 -0.562 -0.613 1.637 0.3277
H -2.09539 1.57877 0.00525 1.224 0.130 -0.720 0.2802
H 3.26096 -1.11208 0.52562 0.157 -0.203 0.530 0.3519
```
Forces are in eV/Å.

Values from the calculation:
Lowest unoccupied orbital energy, eV: -3.90
Frontier orbital gap, eV: 9.9
HOMO level, eV: -13.7746
ΔE to the lowest compared entry with this formula, charge and spin, eV: 3.3646
Net charge: +1

***

(4)
Molecular formula: C3H9N3
Method: DFT, ωB97M-V/def2-TZVPD

```
15
Properties=species:S:1:pos:R:3:forces:R:3:mulliken_charge:R:1
C 0.23719 -0.51675 1.53087 1.994 -0.138 -3.165 -0.7401
C 1.57763 -0.12732 0.12894 -0.508 -0.613 2.871 -0.9540
N -0.87733 -0.15851 -0.89052 -0.044 -0.291 -0.874 0.3411
N -0.99022 0.27921 -2.22136 -0.577 -0.175 0.471 -0.6662
C -0.83008 0.40745 1.26804 -0.791 1.154 -1.087 -0.0382
N -1.35346 0.61606 0.08755 0.740 -0.008 1.149 -0.6851
H -0.61827 -1.13339 -0.79360 -0.128 0.470 0.162 0.2689
H -0.55008 1.19281 -2.28890 0.024 -0.115 0.063 0.2499
H -1.97902 0.41467 -2.42553 0.084 0.016 -0.150 0.2475
H -1.01826 1.20586 1.97558 -0.453 -0.225 0.182 0.3606
H 0.67232 -0.44014 2.52276 0.244 -0.070 -0.261 0.3409
H 0.07201 -1.53573 1.19352 -0.165 -0.219 0.500 0.2893
H 1.69785 0.95141 0.15402 -0.050 -0.034 -0.096 0.2439
H 2.39858 -0.62437 0.63638 0.325 0.269 0.088 0.3759
H 1.56114 -0.53126 -0.87774 -0.695 -0.023 0.148 0.3655
```
Forces are in eV/Å.

Values from the calculation:
Lowest unoccupied orbital energy, eV: 1.10
Frontier orbital gap, eV: 9.2
HOMO level, eV: -8.0870
ΔE to the lowest compared entry with this formula, charge and spin, eV: 4.2615

***

(5)
Molecular formula: C9H10ClOP
Method: DFT, ωB97M-V/def2-TZVPD

```
22
Properties=species:S:1:pos:R:3:forces:R:3:mulliken_charge:R:1
C 0.01730 0.36732 3.48317 -0.343 1.623 3.689 -0.4294
C -0.13940 1.58999 2.79679 0.615 -1.175 -1.050 -0.3234
C 0.74235 -0.64459 2.93146 0.188 -2.762 -0.915 -0.2935
C 0.22164 1.73608 1.45670 0.727 -1.925 -0.230 -0.3978
C 1.03556 -0.58154 1.55788 1.173 -0.152 -0.433 0.0399
C 0.76014 0.57588 0.85961 -0.102 0.467 1.536 -0.2168
C -1.86855 1.60085 -1.99191 -0.427 -2.845 2.233 -0.8449
C -1.13550 0.46600 -1.69481 -1.174 1.609 -0.154 0.4979
C 0.71376 -2.27708 -3.18367 2.674 -1.399 0.029 -0.6911
O 0.98499 -1.25908 -2.18188 -0.678 -1.509 -0.139 -0.1454
P 0.52222 0.27356 -2.32245 0.020 0.874 -0.877 -0.1153
Cl -1.77293 -0.58856 -0.47586 -0.219 -0.421 -0.158 -0.1592
H -0.26407 0.37348 4.64886 0.621 -0.183 -2.851 0.2091
H -0.39894 2.48052 3.27894 -0.854 0.950 1.002 0.4017
H 1.05924 -1.67261 3.36514 -0.880 2.191 -0.018 0.2392
H 0.17191 2.67915 0.94064 -0.149 0.143 -0.073 0.4219
H 1.62400 -1.44976 1.17921 -0.718 0.924 -0.247 0.3234
H -2.82212 1.86841 -1.53455 0.247 -0.647 0.359 0.2642
H -1.64573 2.29642 -2.69247 1.469 1.732 -2.297 0.3556
H 1.01903 -1.91523 -4.16302 -0.293 0.295 -0.111 0.3359
H -0.25255 -2.73942 -3.23683 -0.907 0.525 0.469 0.3001
H 1.42763 -3.17981 -3.02095 -0.993 1.686 0.237 0.2278
```
Forces are in eV/Å.

Values from the calculation:
Lowest unoccupied orbital energy (spin up / spin down), eV: 0.87 / -1.36
⟨S²⟩: 2.0358
Frontier orbital gap (spin up / spin down), eV: 8.2 / 7.6
HOMO level (spin up / spin down), eV: -7.3171 / -9.0119
ΔE to the lowest compared entry with this formula, charge and spin, eV: 1.4355
Multiplicity: 3

***

(6)
Molecular formula: C12H27ClGdIO2P2
Method: DFT, ωB97M-V/def2-TZVPD

```
46
Properties=species:S:1:pos:R:3:forces:R:3:mulliken_charge:R:1
C -3.76157 2.81610 -5.83696 0.537 0.595 0.176 -0.8449
C -3.63064 1.67836 -4.87842 -3.518 -4.482 -0.464 0.5026
H -4.59537 2.58424 -6.52727 0.444 -0.073 0.506 0.3274
H -2.82291 2.94319 -6.39467 -0.215 -0.030 0.202 0.3323
H -3.96369 3.74175 -5.28085 0.096 -0.227 -0.130 0.3308
O -4.24883 0.65643 -4.81314 2.755 3.851 0.180 -0.2732
I -1.89946 1.84203 -3.12815 -0.240 0.412 -0.486 0.1822
Gd -0.63229 0.90327 -0.47700 1.140 0.027 0.411 0.2817
P 1.41615 -0.89733 -1.44817 1.288 -0.096 -1.391 1.0089
C 1.75839 -2.69066 -1.45232 -0.488 -0.312 0.449 -1.2785
C 1.03091 -0.63555 -3.20785 -0.285 0.154 0.072 -1.2703
H 3.11289 0.82531 -1.41459 0.170 -0.274 0.108 0.3353
H 3.68471 -0.70644 -2.14783 0.002 0.001 0.000 0.4683
H 3.57030 -0.58402 -0.37474 -0.109 0.223 -0.225 0.3704
C 3.11939 -0.26693 -1.32487 -0.152 0.453 0.446 -1.2043
H 0.90008 0.43354 -3.41587 0.024 -0.286 -0.094 0.3314
H 1.88200 -1.01862 -3.76449 0.052 0.008 -0.225 0.4280
H 2.49251 -2.88414 -2.24456 -0.150 0.178 0.127 0.4291
H 0.84540 -3.26162 -1.68126 0.346 0.072 0.228 0.4055
H 0.13540 -1.20413 -3.48778 0.140 0.230 -0.026 0.3775
H 2.19693 -3.00939 -0.49325 -0.306 0.031 -0.326 0.3982
C -0.25359 -1.42897 0.55934 -1.317 -4.045 2.241 0.1322
O -0.25114 -2.48638 1.04085 0.389 3.437 -1.693 -0.1811
Cl 1.01695 2.69164 -0.95133 -0.310 -0.366 -0.139 -0.2774
C 2.85490 0.35178 4.11378 0.093 -0.147 -0.075 -1.3075
C 1.32960 0.22208 4.12006 0.159 -0.937 0.237 -0.6493
P 0.45909 0.48497 2.51244 -0.441 1.291 0.795 0.6631
C -1.31942 0.31379 3.01786 -0.061 -0.511 0.250 -0.1477
C -1.76223 0.96858 4.33525 -0.544 0.343 0.153 -1.3086
C 0.63360 2.31287 2.32014 0.469 0.303 -0.212 -0.2174
C 0.53457 3.19753 3.56602 -0.419 0.509 0.141 -1.3799
H 3.31316 -0.37701 3.42890 -0.071 0.306 0.165 0.3355
H 3.22792 0.13211 5.12353 -0.085 0.066 -0.297 0.3947
H 3.19272 1.36264 3.85640 -0.084 -0.214 -0.042 0.3049
H 1.05572 -0.80368 4.41688 0.106 0.201 -0.034 0.4479
H 0.90280 0.87010 4.89991 -0.023 -0.076 -0.557 0.3370
H -1.96312 0.70875 2.20858 0.084 -0.033 -0.036 0.2330
H -1.52989 -0.77017 3.04970 0.051 0.309 -0.009 0.4093
H -1.78404 2.06043 4.23617 -0.027 -0.483 0.130 0.2337
H -2.79317 0.68202 4.59397 0.353 -0.113 -0.185 0.4014
H -1.13523 0.71039 5.19783 -0.146 -0.002 -0.371 0.3043
H 1.60810 2.46844 1.82075 -0.417 -0.013 0.168 0.4228
H -0.11978 2.66243 1.58440 0.188 -0.007 0.210 0.3173
H 1.20303 2.90269 4.38340 -0.101 0.018 -0.331 0.3014
H 0.76710 4.24317 3.30896 0.049 -0.409 0.004 0.4148
H -0.49316 3.20401 3.95115 0.574 0.118 -0.052 0.1770
```
Forces are in eV/Å.

Values from the calculation:
Lowest unoccupied orbital energy (spin up / spin down), eV: -9.79 / -7.08
⟨S²⟩: 16.0961
Frontier orbital gap (spin up / spin down), eV: 5.3 / 8.1
HOMO level (spin up / spin down), eV: -15.0443 / -15.1695
ΔE to the lowest compared entry with this formula, charge and spin, eV: 0.0000
Multiplicity: 8
Net charge: +2